Formula: C29H22F3N6O6Re
Source: the OMol25 dataset
Level of theory: ωB97M-V/def2-TZVPD

Expectation value of S²   0.76
Molecular weight   793.7 g/mol
Orbital gap (alpha / beta)   6.938 / 7.435 eV
DFT total energy   -61930.8715 eV
Net charge   +1
Multiplicity   2

Structure (XYZ):
```
67
Properties=species:S:1:pos:R:3:forces:R:3:lowdin_spin:R:1
Re -0.1652 0.0732 -0.0314 0.322 0.033 0.391 0.841
C 6.7576 1.7534 -0.9849 -0.059 -0.035 0.003 -0.001
C 5.4102 1.1159 -0.7752 0.139 0.010 -0.016 -0.007
C 5.2130 -0.2538 -0.9004 0.039 -0.017 -0.026 0.001
C 3.9595 -0.8066 -0.7372 0.028 -0.066 -0.008 -0.006
C 2.8451 -0.0348 -0.4002 -0.113 -0.259 -0.233 0.000
N 1.5770 -0.6608 -0.2426 -0.291 0.055 0.270 -0.039
C 1.5002 -2.0850 -0.4424 0.082 0.244 0.068 -0.001
C 2.0771 -2.9809 0.4431 0.050 -0.076 0.108 0.001
C 1.8846 -4.3407 0.2988 0.028 -0.024 0.051 0.000
C 1.0976 -4.8495 -0.7337 -0.012 -0.123 -0.005 0.002
C 0.8369 -6.3282 -0.8470 0.015 0.086 0.006 0.000
C 0.5166 -3.9503 -1.6158 -0.036 -0.072 -0.060 0.000
C 0.7176 -2.5869 -1.4746 -0.153 0.047 -0.398 0.000
N 0.0637 -1.7071 -2.4060 0.048 0.085 0.271 0.006
C -0.2129 -1.9006 -3.7048 0.076 -0.138 -0.044 0.013
C -0.8678 -0.7837 -4.1825 -0.025 0.010 -0.030 0.002
C -0.9524 0.0781 -3.0961 0.155 -0.054 0.027 0.014
N -0.3847 -0.4839 -2.0255 -0.319 0.046 -0.207 0.010
C 3.0433 1.3438 -0.2863 -0.149 0.219 0.074 -0.006
C 4.3019 1.8937 -0.4889 -0.012 0.103 0.014 0.002
N 1.9786 2.2448 0.0042 -0.074 -0.101 -0.021 -0.002
C 2.0732 3.5258 0.4108 0.163 -0.043 0.010 0.026
C 0.8235 4.0929 0.3629 -0.062 0.043 -0.003 0.003
C -0.0063 3.0759 -0.0880 -0.142 -0.032 -0.062 0.021
N 0.6846 1.9535 -0.3045 0.131 0.251 0.053 -0.003
H 7.5421 1.0029 -1.0592 -0.016 -0.009 0.003 0.000
H 7.0072 2.4254 -0.1633 -0.015 -0.016 -0.002 0.000
H 6.7685 2.3415 -1.9043 -0.013 -0.010 0.002 0.000
H 6.0474 -0.8973 -1.1507 -0.026 0.005 0.011 0.000
H 3.8353 -1.8700 -0.8756 0.047 0.030 -0.011 0.000
H 2.6798 -2.5946 1.2559 -0.005 -0.013 -0.005 0.000
H 2.3328 -5.0211 1.0138 -0.014 0.022 -0.025 0.000
H 1.7343 -6.9024 -0.6194 -0.002 0.018 0.000 0.000
H 0.4969 -6.6027 -1.8445 0.004 0.027 0.010 0.000
H 0.0660 -6.6292 -0.1350 0.008 0.011 -0.003 0.000
H -0.1363 -4.3148 -2.4008 0.020 0.013 0.037 0.000
H 0.0949 -2.8063 -4.2012 -0.014 0.045 0.002 0.001
H -1.2232 -0.6160 -5.1842 0.013 -0.015 0.043 0.000
H -1.3798 1.0655 -3.0250 0.000 -0.032 0.001 0.001
H 4.4245 2.9681 -0.4524 -0.018 -0.020 0.009 0.000
H 3.0137 3.9482 0.7173 -0.013 -0.004 -0.022 0.001
H 0.5510 5.0965 0.6380 0.004 -0.034 -0.008 0.000
H -1.0773 3.0744 -0.2169 0.021 0.009 0.007 0.001
O -1.8885 1.1063 3.4269 -0.221 0.035 0.185 0.002
C -1.0936 0.3576 2.9503 0.016 0.343 -0.613 0.011
O -0.5392 0.6922 1.7292 0.280 -0.426 0.374 0.062
C -0.6613 -0.9126 3.5846 0.139 -0.238 -0.021 0.003
C 0.5265 -1.5478 3.2466 0.120 0.046 -0.070 0.000
C 0.8713 -2.7478 3.8404 -0.017 0.105 -0.115 0.000
C -0.0005 -3.2934 4.7576 0.096 -0.279 0.110 0.000
C -1.1789 -2.6844 5.1313 -0.074 0.072 0.031 0.000
C -1.5022 -1.4756 4.5388 -0.146 0.060 0.030 0.001
N 0.3550 -4.6059 5.3572 0.033 0.063 -0.068 0.000
O -0.3104 -4.9963 6.2873 -0.090 0.026 0.042 0.000
O 1.2929 -5.2038 4.8675 0.003 0.044 -0.023 0.000
H 1.1943 -1.0969 2.5265 0.003 0.032 -0.050 0.000
H 1.7847 -3.2696 3.6043 0.051 -0.005 -0.023 0.000
H -1.8211 -3.1539 5.8616 -0.003 0.014 -0.011 0.000
H -2.4200 -0.9646 4.7956 0.007 -0.015 -0.002 0.000
F -2.5121 0.4793 -0.1229 0.040 0.048 -0.322 0.002
C -3.1953 -0.7644 -0.1317 -0.088 0.319 -0.053 0.000
F -3.2256 -1.1347 -1.4096 -0.075 -0.038 -0.043 0.000
F -4.4036 -0.5182 0.2878 -0.030 0.009 0.041 0.000
C -2.3846 -1.7487 0.7261 0.851 -0.159 -0.116 0.004
O -2.9424 -2.4768 1.4895 -0.119 -0.111 0.046 0.012
O -1.0963 -1.6930 0.4627 -0.594 -0.162 0.391 0.025
```
Positions in Å, forces in eV/Å.